(1)
The following is a quantum chemistry calculation of a structure of composition C38H50BGeN10O2RbS, from OMol25.

The geometry in XYZ format:
```
104
Properties=species:S:1:pos:R:3:forces:R:3
Rb 0.05799 0.69609 -0.13609 0.272 -0.084 0.363
C 2.80865 -5.64498 0.43781 -0.059 0.110 0.004
C 2.75669 -4.19290 0.79922 -0.012 0.064 0.070
C 3.71138 -3.45885 1.45722 0.115 0.091 0.046
C 3.16422 -2.15901 1.56133 0.103 -0.132 0.031
N 1.96350 -2.11731 1.00111 0.055 0.017 0.012
N 1.71503 -3.36087 0.54086 -0.136 -0.166 -0.102
B 0.39565 -3.79463 -0.13545 0.006 0.196 0.070
N -0.83909 -3.50679 0.76642 0.167 -0.136 0.008
N -1.13465 -2.29470 1.27566 -0.229 0.037 0.027
C -2.20325 -2.46542 2.04739 -0.069 -0.195 -0.023
C -2.60632 -3.82117 2.04023 -0.117 0.090 0.111
C -1.71004 -4.45052 1.21073 0.044 0.096 -0.016
C -1.67082 -5.89767 0.82864 0.047 0.098 0.001
C -2.89953 -1.35819 2.72914 0.040 0.038 -0.010
C -3.74017 -1.61439 3.81512 -0.044 0.033 0.062
C -4.50065 -0.59888 4.38144 0.065 -0.006 -0.006
C -4.42526 0.69732 3.87868 0.062 -0.017 0.051
C -3.56513 0.96976 2.82053 -0.041 0.067 0.035
C -2.81192 -0.04933 2.25763 -0.014 -0.016 0.023
N 0.22564 -3.22902 -1.56729 -0.012 -0.123 0.062
N 0.08864 -1.91558 -1.84662 -0.026 0.065 -0.051
C -0.06172 -1.82115 -3.16221 0.017 -0.175 -0.098
C -0.01714 -3.10527 -3.75158 -0.005 0.107 -0.097
C 0.16611 -3.97253 -2.70062 -0.014 0.085 -0.024
C 0.28046 -5.46426 -2.75815 -0.005 0.059 0.081
C -0.24501 -0.53456 -3.86333 0.033 0.033 0.014
C 0.11654 -0.42104 -5.20645 0.022 0.017 -0.078
C -0.05426 0.77269 -5.89134 -0.045 -0.008 0.073
C -0.59179 1.87856 -5.24389 0.040 -0.047 -0.015
C -0.96194 1.77506 -3.91154 -0.003 0.016 0.011
C -0.79189 0.58010 -3.22994 0.004 -0.036 -0.046
C 3.78500 -0.98452 2.20045 -0.049 0.019 -0.001
C 5.06498 -1.07528 2.74729 0.080 0.035 0.055
C 5.66611 0.02404 3.34449 -0.038 0.011 -0.025
C 4.99467 1.23891 3.40858 0.015 -0.062 0.004
C 3.71849 1.33893 2.87117 0.037 -0.003 -0.033
C 3.12250 0.23851 2.27624 0.037 -0.014 0.000
H 3.75464 -6.05675 0.78877 0.021 -0.017 -0.009
H 1.99445 -6.20602 0.90138 0.028 -0.002 -0.025
H 2.74467 -5.80114 -0.64096 0.002 0.002 0.034
H 4.67060 -3.81982 1.79722 -0.079 0.036 -0.007
H 0.45518 -4.98660 -0.25655 -0.032 0.071 -0.001
H -3.45573 -4.26965 2.53574 0.081 0.036 -0.042
H -2.50608 -6.41107 1.30607 0.004 -0.001 0.000
H -1.75621 -6.03351 -0.25123 0.004 0.000 0.035
H -0.74126 -6.37435 1.14720 -0.039 0.001 -0.018
H -3.80562 -2.62014 4.21410 -0.005 0.002 -0.020
H -5.16588 -0.82175 5.20854 0.008 -0.013 0.004
H -5.04523 1.48264 4.29891 0.020 -0.022 -0.021
H -3.50276 1.96411 2.39392 0.019 -0.064 -0.047
H -2.20533 0.16852 1.39550 -0.014 0.039 -0.133
H -0.12133 -3.36655 -4.79412 0.001 0.023 0.066
H 0.19371 -5.78167 -3.79724 0.002 -0.007 -0.012
H 1.23944 -5.81494 -2.37039 -0.052 0.013 -0.022
H -0.50499 -5.95757 -2.18107 0.047 0.014 -0.034
H 0.55700 -1.27163 -5.71492 -0.001 0.019 0.033
H 0.24203 0.84295 -6.93079 0.028 0.000 -0.019
H -0.71397 2.81532 -5.77437 -0.011 -0.010 0.005
H -1.39973 2.61760 -3.39073 0.012 -0.018 0.018
H -1.12840 0.50916 -2.20753 -0.273 -0.066 -0.348
H 5.60428 -2.01434 2.70386 -0.023 0.023 -0.023
H 6.66662 -0.06577 3.75374 -0.021 -0.012 -0.001
H 5.46343 2.10068 3.87131 -0.022 -0.034 -0.034
H 3.18188 2.27773 2.90993 -0.004 -0.021 -0.029
H 2.13192 0.32014 1.85745 -0.011 0.011 0.011
N -2.87524 -0.64577 -1.11374 -0.072 0.030 -0.040
N -3.73835 0.35382 -1.60172 0.161 0.171 -0.012
C -3.66592 1.64006 -0.95574 0.079 -0.179 0.095
O -4.68027 2.35616 -1.10206 0.393 -0.193 0.064
O -2.58822 1.85404 -0.34702 -0.101 0.460 0.051
H -2.62905 -1.28922 -1.85079 0.059 -0.068 -0.085
H -3.26684 -1.15953 -0.33386 -0.048 -0.084 0.076
H -4.69355 0.08799 -1.75903 -0.286 -0.140 0.021
C 4.04991 -0.14146 -1.38105 -0.033 -0.066 0.069
Ge 3.82685 1.77204 -1.83977 0.064 -0.063 -0.122
C 3.17694 1.78578 -3.71726 -0.092 0.024 -0.047
C 5.75741 2.33951 -2.00215 0.064 0.024 0.041
C 2.62961 2.69582 -0.69738 0.075 -0.011 0.124
H 4.68620 -0.65638 -2.11029 -0.048 0.053 0.026
H 3.08141 -0.65291 -1.34469 0.096 0.019 -0.003
H 4.51503 -0.24104 -0.39448 -0.035 -0.006 -0.083
H 3.99591 1.66794 -4.43569 -0.041 -0.023 0.058
H 2.65485 2.72292 -3.93776 0.048 -0.063 0.025
H 2.46203 0.96956 -3.87056 0.046 0.086 -0.002
H 6.27809 1.78722 -2.79742 -0.072 0.045 0.098
H 6.26321 2.13317 -1.05032 -0.025 0.045 -0.103
H 5.84572 3.41255 -2.20656 -0.032 -0.083 0.009
H 2.45366 3.70259 -1.10333 -0.091 -0.036 0.007
H 3.06589 2.81409 0.30745 -0.060 -0.041 -0.051
C -2.25519 3.46971 5.59605 -0.060 -0.110 -0.112
N -1.29217 2.74060 4.78502 0.146 0.173 0.145
C -0.66854 1.61449 5.25416 -0.201 -0.177 -0.120
S 0.92829 1.30363 4.95684 0.162 0.065 0.016
N -1.49874 0.77563 5.92821 0.090 -0.322 -0.017
C -1.04929 -0.56422 6.28979 -0.046 0.171 0.019
H -2.57983 4.34689 5.03995 -0.014 -0.021 -0.026
H -1.82952 3.79389 6.55183 0.026 -0.008 0.017
H -3.13467 2.86287 5.80497 -0.030 0.017 -0.050
H -0.64464 3.31095 4.26781 0.043 0.119 -0.034
H -2.44297 0.80088 5.56825 -0.198 0.001 0.058
H -0.81122 -1.16517 5.41114 0.005 -0.003 -0.062
H -1.84193 -1.04791 6.86005 -0.017 0.020 -0.019
H -0.15329 -0.49273 6.90105 0.012 0.012 0.021
```
Forces are in eV/Å.

Results
net charge: -2
HOMO-LUMO gap: 4.6 eV

=====

(2)
The following is a quantum chemistry calculation of the molecule C18H24N6O2S, from OMol25.

The geometry in XYZ format:
```
51
Properties=species:S:1:pos:R:3:forces:R:3
C -5.03495 -0.56691 -0.70457 0.039 0.263 -0.025
C -4.58734 0.87536 -0.90508 -0.206 0.037 0.002
N -3.39626 0.93324 -1.71998 -0.100 -0.290 0.328
C -3.31005 1.65929 -2.84111 0.433 -0.207 -0.035
O -4.19199 2.36170 -3.28953 -0.263 0.314 -0.283
C -1.96097 1.51939 -3.55098 0.101 0.122 0.158
S -0.62664 2.44671 -2.72623 -0.112 0.270 -0.369
C -0.08752 1.27575 -1.56444 -0.124 -0.127 -0.048
N -0.73741 0.18816 -1.25156 -0.136 0.678 -0.601
N 0.00062 -0.49823 -0.36053 0.754 -0.606 0.587
C 1.09815 0.15458 -0.13872 -0.070 0.068 -0.001
C 2.19193 -0.26597 0.77615 0.579 -0.244 0.045
N 1.82077 -1.38532 1.60875 -0.019 0.475 -0.184
C 0.88050 -1.15694 2.68510 -0.433 -0.106 0.140
C -0.49324 -1.79174 2.45349 -0.002 -0.121 0.233
C -0.52637 -3.27685 2.79672 -0.061 0.094 -0.264
C 0.40962 -4.11009 1.92748 -0.070 -0.019 0.304
C 1.88977 -3.77412 2.13653 0.030 -0.187 -0.240
C 2.34153 -2.59940 1.29586 0.206 -0.231 0.273
O 3.14423 -2.73381 0.39109 0.146 -0.222 -0.317
N 1.10581 1.32623 -0.87762 -0.817 -0.610 -0.059
C 2.11964 2.28997 -0.92976 0.602 0.694 -0.047
C 1.84248 3.62428 -1.21771 0.052 -0.184 0.065
C 2.90894 4.50516 -1.26857 0.093 -0.151 0.012
C 4.19112 4.03705 -1.02300 -0.099 0.012 -0.009
C 4.34679 2.69397 -0.71890 0.182 0.295 0.006
N 3.33942 1.84292 -0.67214 -0.422 -0.324 -0.166
H -4.24624 -1.14244 -0.22460 0.038 -0.126 0.060
H -5.92190 -0.59848 -0.07785 -0.092 -0.068 0.096
H -5.26740 -1.02639 -1.66187 -0.019 -0.071 -0.079
H -5.35700 1.45553 -1.41942 0.091 -0.022 0.149
H -4.38553 1.34137 0.06688 -0.098 0.021 -0.093
H -2.58363 0.39177 -1.42396 -0.070 0.141 -0.193
H -1.64363 0.47997 -3.61308 -0.019 -0.006 -0.082
H -2.03613 1.96430 -4.54278 -0.031 -0.053 0.094
H 3.04802 -0.58973 0.17121 -0.188 0.219 0.245
H 2.50881 0.58536 1.38936 -0.002 -0.146 -0.036
H 0.76222 -0.07515 2.77768 0.082 -0.065 0.027
H 1.30418 -1.52550 3.62693 -0.034 0.131 0.005
H -1.22271 -1.26981 3.07653 -0.042 0.049 0.009
H -0.76337 -1.64420 1.40711 -0.049 0.031 0.151
H -1.54693 -3.64394 2.66779 -0.018 -0.021 0.076
H -0.25901 -3.41360 3.84857 -0.021 -0.059 0.070
H 0.15571 -3.96816 0.87555 -0.033 -0.082 -0.070
H 0.25683 -5.16469 2.16756 0.021 0.006 -0.080
H 2.50249 -4.62083 1.82266 0.038 0.175 0.037
H 2.08796 -3.58376 3.19321 0.017 -0.012 0.067
H 0.83371 3.96302 -1.38454 -0.064 0.075 0.052
H 2.73535 5.54675 -1.49270 -0.015 0.077 -0.017
H 5.04307 4.69639 -1.05884 0.089 0.043 0.003
H 5.31659 2.26786 -0.50215 0.137 0.069 0.003
```
Forces are in eV/Å.

Results
energy relative to the best compared isomer or geometry (same formula, charge and spin): 83.9 kJ/mol
structure (SMILES): CCNC(=O)CSc1nnc(CN2CCCCCC2=O)n1-c1ccccn1
HOMO-LUMO gap: 9.1 eV

=====

(3)
The following is a quantum chemistry calculation of a structure of composition C3H10OSi, from OMol25.

The geometry in XYZ format:
```
15
Properties=species:S:1:pos:R:3:forces:R:3
C 1.29452 -1.63049 -0.11259 -0.215 0.360 0.175
C 1.26855 1.50788 0.06662 -0.302 -0.378 0.120
C -1.91911 0.06697 -0.57043 2.750 -0.217 1.026
O -2.93370 -0.21121 0.34758 -0.173 0.021 0.167
Si 0.34471 -0.09907 0.46224 -2.334 0.400 -1.755
H 1.70770 -1.50548 -1.10963 0.002 0.088 -0.141
H 2.12114 -1.83663 0.56572 0.097 0.031 0.086
H 0.65552 -2.50721 -0.12220 -0.149 -0.126 0.017
H 2.31263 1.43563 0.34664 0.303 -0.032 0.090
H 1.22492 1.75050 -0.99299 -0.030 -0.086 -0.116
H 0.83819 2.34541 0.60951 -0.099 0.069 0.087
H -1.99779 1.06225 -1.01596 0.087 -0.082 0.027
H -1.93146 -0.70672 -1.33105 0.014 0.025 -0.049
H -3.00263 0.52185 0.96529 0.016 -0.056 0.012
H 0.01682 -0.19368 1.89124 0.034 -0.018 0.254
```
Forces are in eV/Å.

Results
energy relative to the best compared isomer or geometry (same formula, charge and spin): 177.4 kJ/mol
HOMO-LUMO gap: 9.0 eV

=====

(4)
The following is a quantum chemistry calculation of a structure of composition C20H35FeN2O2P2, from OMol25.

The geometry in XYZ format:
```
62
Properties=species:S:1:pos:R:3:forces:R:3
Fe 0.36524 0.22538 0.02508 -1.396 0.597 1.945
P -0.86893 1.61470 -1.26419 -1.433 0.855 -1.876
C 0.18460 1.39985 -2.76656 -0.267 0.023 0.046
C 1.62630 1.14049 -2.38405 0.322 -0.163 0.063
N 1.82854 0.45456 -1.22113 1.674 0.108 -1.191
C 3.08034 0.04295 -0.86331 0.077 0.610 -0.220
C 4.19117 0.47848 -1.57818 -0.217 -0.096 0.111
C 4.00536 1.23993 -2.73068 -0.221 -0.137 0.264
C 2.71081 1.52711 -3.16190 -0.298 0.039 -0.036
C 3.20492 -0.82127 0.37085 -0.296 0.257 0.281
P 1.55641 -1.46434 0.89311 0.691 -1.852 0.250
H 2.52450 2.05724 -4.09647 0.134 -0.104 0.295
H 5.18233 0.23446 -1.19975 -0.189 -0.018 -0.256
H 4.86329 1.59949 -3.28625 -0.071 -0.053 -0.024
H 3.85125 -1.69474 0.20985 -0.015 0.319 -0.090
H 3.61488 -0.25125 1.21624 0.034 -0.027 -0.242
H -0.25951 0.52001 -3.27359 0.441 0.330 0.010
H 0.07160 2.28567 -3.40568 0.170 -0.341 -0.015
H -1.17455 -3.78707 -2.47929 0.299 0.568 -0.144
O -0.75480 -3.00875 -2.89819 -0.473 -0.257 -0.691
H -1.01893 -3.04507 -3.84320 0.262 -0.060 0.900
H -1.84907 -4.23589 0.18912 0.314 -0.126 -0.517
O -1.13771 -4.40426 -0.45962 -0.653 -0.764 0.687
H -0.95007 -5.35672 -0.34211 -0.128 0.514 -0.167
C 1.44623 -2.99644 -0.04225 0.260 -0.510 -0.019
H 2.34727 -3.60514 0.13688 -0.358 0.046 -0.075
H 0.52447 -3.56666 0.15614 0.494 0.328 0.121
H 1.38699 -2.73752 -1.10916 0.104 -0.025 0.173
C 1.68269 -1.73391 2.66888 0.025 -0.102 0.496
H 0.96437 -2.50612 2.97493 0.281 0.145 -0.100
H 2.70118 -2.03069 2.96589 -0.370 -0.025 -0.168
H 1.41988 -0.80266 3.19093 0.112 -0.243 -0.178
C -0.74981 3.38301 -0.90830 0.183 0.174 0.499
H -0.94969 3.98581 -1.80675 -0.016 -0.275 0.269
H -1.45931 3.63818 -0.11011 0.131 -0.004 -0.220
H 0.25516 3.60419 -0.52839 -0.165 0.042 -0.101
C -2.56997 1.32734 -1.82842 -0.267 -0.117 -0.145
H -3.23530 1.28661 -0.95316 0.181 0.074 -0.268
H -2.92754 2.11269 -2.51860 0.239 -0.327 0.309
H -2.61123 0.34798 -2.32865 -0.041 0.286 0.132
C -2.02729 -1.61137 3.04907 0.276 -0.097 0.219
N -2.35564 -0.23105 3.22614 -0.105 0.062 -0.794
C -3.01294 0.17961 4.43454 -0.043 0.189 0.315
C -2.04222 0.73999 2.20997 -0.637 -0.067 0.301
C -0.78738 1.54840 2.43883 0.045 0.265 0.119
C -0.80391 2.57232 3.39801 0.238 -0.038 -0.047
C 0.39156 3.18018 3.80130 -0.149 -0.086 -0.102
C 1.57679 2.86561 3.13785 0.251 -0.133 -0.570
C 1.55486 1.99540 2.03227 0.157 0.452 0.592
C 0.38874 1.29653 1.70721 0.329 0.606 0.282
H -2.78233 -2.22788 3.56405 0.276 0.063 -0.314
H -1.04437 -1.86760 3.47808 -0.140 -0.179 -0.055
H -2.00526 -1.86594 1.97437 -0.088 -0.004 0.240
H -2.30853 0.52302 5.21191 -0.191 -0.021 -0.092
H -3.71159 1.00734 4.21738 0.140 -0.323 0.158
H -3.56808 -0.67711 4.85124 0.079 0.416 -0.143
H -1.96859 0.21569 1.23610 -0.111 0.030 0.143
H -2.89961 1.43453 2.15911 0.167 -0.049 -0.179
H -1.75702 2.91232 3.82083 0.379 -0.370 0.006
H 0.39591 3.91014 4.61863 -0.026 -0.294 -0.396
H 2.52052 3.33366 3.42282 -0.328 -0.050 -0.058
H 2.45393 1.90051 1.41870 -0.074 -0.058 0.264
```
Forces are in eV/Å.

Results
net charge: +2
HOMO-LUMO gap (alpha / beta): 6.9 / 5.1 eV
2S+1: 6